Record 1
{
  "formula": "C28H33BrHfN5O2S",
  "method": "the ωB97M-V functional and the def2-TZVPD basis",
  "elements": ["Hf", "Br", "S", "O", "O", "N", "N", "N", "N", "N", "C", "C", "C", "C", "C", "C", "C", "C", "C", "C", "C", "C", "C", "C", "C", "C", "C", "C", "C", "C", "C", "C", "C", "C", "C", "C", "C", "C", "H", "H", "H", "H", "H", "H", "H", "H", "H", "H", "H", "H", "H", "H", "H", "H", "H", "H", "H", "H", "H", "H", "H", "H", "H", "H", "H", "H", "H", "H", "H", "H", "H"],
  "xyz": [[-0.027, 0.319, 0.125], [1.251, -0.561, 2.552], [-0.620, -1.882, -0.913], [-0.965, -1.603, 0.536], [0.842, -1.621, -0.950], [0.217, 1.155, -2.048], [2.260, 0.457, 0.251], [-2.645, -6.728, -3.265], [-0.638, -0.263, -3.758], [-1.228, -0.465, -1.454], [-0.323, -4.402, -1.737], [-2.166, -5.606, -2.739], [-1.420, 0.748, 4.918], [-3.102, 1.300, 0.221], [-0.253, 2.257, 3.292], [3.187, 0.700, -0.698], [-2.991, -4.451, -2.635], [-1.217, 1.271, 3.524], [-1.110, 3.371, -0.202], [-0.818, -5.543, -2.286], [-0.011, 2.710, 1.978], [2.674, -0.179, 1.349], [-1.938, 1.401, 1.195], [1.121, 3.666, 1.710], [4.905, -0.271, 0.618], [3.966, -0.559, 1.600], [5.503, 0.641, -1.665], [-2.510, -3.304, -2.087], [-2.007, 0.772, 2.456], [0.845, 1.908, -2.973], [-0.921, 2.378, 0.946], [-1.170, -3.275, -1.629], [0.751, 1.605, -4.308], [-3.006, -0.316, 2.727], [-0.536, 0.140, -2.516], [0.537, 2.854, 4.421], [4.523, 0.359, -0.567], [0.015, 0.470, -4.660], [-3.808, 0.061, 3.367], [-1.935, -0.206, 4.940], [-0.476, 0.637, 5.448], [1.413, 2.760, -2.618], [1.926, 3.543, 2.429], [1.537, 2.414, 4.487], [-2.028, 1.455, 5.491], [-3.864, 2.015, 0.543], [1.239, 2.215, -5.053], [-3.560, 0.317, 0.204], [1.535, 3.527, 0.711], [-0.060, 0.142, -5.690], [0.781, 4.703, 1.783], [-3.456, -0.710, 1.824], [-1.975, 3.988, 0.054], [-0.183, -6.413, -2.384], [-3.596, -6.792, -3.588], [-3.135, -2.423, -2.018], [6.501, 0.810, -1.265], [-4.008, -4.489, -3.003], [4.236, -1.057, 2.521], [-2.837, 1.553, -0.800], [-2.075, -7.555, -3.343], [5.562, -0.216, -2.340], [5.941, -0.544, 0.779], [-2.541, -1.150, 3.252], [0.664, 3.926, 4.273], [2.844, 1.208, -1.587], [0.048, 2.712, 5.378], [0.702, -4.356, -1.394], [-1.319, 2.927, -1.171], [5.214, 1.510, -2.253], [-0.257, 4.033, -0.308]],
  "atomic_forces_ev_per_a": [[1.3, 0.6, 1.1], [0.2, -0.2, 0.0], [-0.3, -0.6, -0.5], [-0.3, 0.0, -0.1], [0.1, -0.5, -0.1], [-0.3, -0.5, 0.1], [0.1, -0.2, 0.0], [0.0, 0.0, 0.0], [0.0, 0.1, 0.0], [-0.2, -0.5, -0.5], [0.0, 0.0, 0.0], [0.0, 0.0, 0.0], [0.0, 0.0, 0.0], [0.0, -0.1, 0.0], [0.0, -0.1, 0.0], [0.0, 0.2, 0.0], [0.0, 0.0, 0.0], [0.0, 0.0, 0.0], [0.1, -0.1, 0.0], [0.1, 0.0, 0.0], [0.0, 0.1, -0.2], [0.0, 0.1, 0.0], [-0.5, 0.6, 0.0], [0.0, 0.0, 0.0], [0.0, 0.0, 0.0], [0.1, 0.0, 0.0], [0.0, 0.0, 0.0], [0.0, -0.1, 0.0], [0.1, -0.1, 0.0], [0.1, 0.2, 0.1], [-0.6, 0.8, 0.3], [0.1, 0.3, 0.1], [0.0, 0.0, 0.0], [0.0, 0.0, 0.0], [-0.1, -0.1, -0.4], [0.0, 0.0, 0.0], [0.0, 0.0, 0.0], [0.0, 0.0, 0.0], [0.0, 0.0, 0.0], [0.0, 0.0, 0.0], [0.0, 0.0, 0.0], [0.0, 0.0, 0.0], [0.0, 0.0, 0.0], [0.0, 0.0, 0.0], [0.0, 0.0, 0.0], [0.0, 0.0, 0.0], [0.0, 0.0, 0.0], [0.0, 0.0, 0.0], [0.0, 0.0, 0.0], [0.0, 0.0, 0.0], [0.0, 0.0, 0.0], [0.0, 0.0, 0.0], [0.0, 0.0, 0.0], [0.0, 0.0, 0.0], [0.0, 0.0, 0.0], [0.0, 0.0, 0.0], [0.0, 0.0, 0.0], [0.0, 0.0, 0.0], [0.0, 0.0, 0.0], [0.0, 0.0, 0.0], [0.0, 0.0, 0.0], [0.0, 0.0, 0.0], [0.0, 0.0, 0.0], [0.0, 0.0, 0.0], [0.0, 0.0, 0.0], [0.0, 0.0, 0.0], [0.0, 0.0, 0.0], [0.0, 0.0, 0.0], [0.0, 0.0, 0.0], [0.0, 0.0, 0.0], [0.0, 0.0, 0.0]],
  "total_energy_ev": -123278.98903,
  "multiplicity": 1,
  "total_charge": 3
}

Record 2
{
  "formula": "C33H25N5PS4SeV",
  "method": "the ωB97M-V functional and the def2-TZVPD basis",
  "elements": ["Se", "V", "S", "S", "S", "S", "P", "N", "N", "N", "N", "N", "C", "C", "C", "C", "C", "C", "C", "C", "C", "C", "C", "C", "C", "C", "C", "C", "C", "C", "C", "C", "C", "C", "C", "C", "C", "C", "C", "C", "C", "C", "C", "C", "C", "H", "H", "H", "H", "H", "H", "H", "H", "H", "H", "H", "H", "H", "H", "H", "H", "H", "H", "H", "H", "H", "H", "H", "H", "H"],
  "xyz": [[2.798, -0.912, 0.596], [0.123, 0.433, -0.727], [2.140, 1.965, -0.704], [4.158, -0.069, -1.551], [3.818, 2.404, -3.110], [-4.286, -1.612, -0.076], [-0.290, 1.013, 1.819], [-1.038, 2.428, -0.684], [1.357, -1.279, -0.364], [3.113, -2.562, 1.017], [0.239, 0.220, -2.812], [-1.765, -0.524, -0.591], [-1.213, -2.477, 4.664], [1.229, -2.633, -0.405], [-0.802, -0.127, 4.363], [-3.266, 3.134, 0.044], [1.207, -5.416, -0.333], [1.894, 1.599, 3.433], [3.373, 1.445, -1.829], [-2.823, -0.979, -0.381], [-1.074, -1.200, 5.196], [-0.673, -0.323, 2.988], [0.295, -0.010, -3.932], [-1.073, -2.680, 3.300], [0.634, 3.511, 2.709], [0.072, 0.660, -6.275], [0.213, -3.333, -1.075], [-0.799, -1.607, 2.463], [2.207, -4.745, 0.338], [0.133, 0.339, -7.620], [0.213, -4.711, -1.031], [2.648, 3.815, 3.985], [0.474, -0.947, -8.015], [0.702, -1.611, -5.718], [0.760, -1.919, -7.066], [0.792, 2.129, 2.763], [2.224, -3.344, 0.323], [-2.841, 2.037, 2.543], [-1.834, 1.958, 1.587], [-4.265, 3.190, 1.002], [1.558, 4.350, 3.317], [0.353, -0.320, -5.327], [-4.051, 2.649, 2.260], [-2.051, 2.526, 0.326], [2.812, 2.437, 4.043], [0.929, -2.353, -4.964], [-1.410, 2.696, -1.588], [-0.667, 0.863, 4.784], [-0.573, -5.258, -1.537], [-0.080, 1.096, -8.363], [-2.689, 1.575, 3.510], [-5.214, 3.650, 0.760], [-0.687, -1.766, 1.398], [2.974, -5.273, 0.889], [-0.565, -2.781, -1.587], [-0.229, 3.025, -0.504], [1.182, -6.499, -0.317], [1.033, -2.918, -7.376], [3.373, 4.468, 4.453], [-0.219, 3.939, 2.195], [-1.172, -1.043, 6.264], [-4.832, 2.679, 3.008], [-0.179, 1.661, -5.952], [1.427, 5.423, 3.261], [3.667, 2.012, 4.554], [0.524, -1.191, -9.068], [-1.169, -3.672, 2.878], [2.037, 0.525, 3.471], [-1.422, -3.314, 5.318], [-3.433, 3.554, -0.941]],
  "atomic_forces_ev_per_a": [[0.0, 0.0, -0.2], [0.1, 0.1, 0.4], [-0.2, 0.0, 0.4], [0.1, 0.1, -0.1], [-0.1, 0.0, 0.0], [-0.2, -0.1, 0.0], [0.0, -0.2, -0.4], [0.0, 0.0, 0.0], [-0.4, 0.3, 0.3], [0.0, -0.2, -0.1], [-0.1, -0.1, -0.1], [0.2, 0.0, -0.1], [0.0, 0.0, 0.0], [0.2, -0.1, 0.0], [0.0, 0.0, 0.0], [0.0, 0.0, 0.0], [0.1, 0.0, 0.0], [0.0, 0.0, 0.0], [0.1, -0.1, -0.2], [0.2, 0.1, 0.0], [0.0, 0.0, 0.0], [0.0, 0.0, 0.0], [0.1, 0.1, 0.1], [0.0, 0.0, 0.0], [0.0, 0.0, 0.0], [0.0, 0.0, 0.0], [0.0, 0.0, 0.0], [0.0, 0.0, 0.0], [0.0, -0.1, 0.0], [0.0, 0.0, 0.0], [0.0, 0.0, 0.0], [0.0, 0.0, 0.0], [0.0, 0.0, 0.0], [0.0, 0.0, 0.0], [0.0, 0.0, 0.0], [0.0, 0.1, 0.0], [0.0, 0.2, 0.0], [0.0, 0.0, 0.0], [0.0, 0.0, 0.0], [0.0, 0.0, 0.0], [0.0, 0.0, 0.0], [0.1, -0.1, -0.1], [0.0, 0.0, 0.0], [0.0, 0.0, 0.1], [0.0, 0.0, 0.0], [0.0, 0.0, 0.0], [0.0, 0.0, 0.0], [0.0, 0.0, 0.0], [0.0, 0.0, 0.0], [0.0, 0.0, 0.0], [0.0, 0.0, 0.0], [0.0, 0.0, 0.0], [0.0, 0.0, 0.0], [0.0, 0.0, 0.0], [0.0, 0.0, 0.0], [0.0, 0.0, 0.0], [0.0, 0.0, 0.0], [0.0, 0.0, 0.0], [0.0, 0.0, 0.0], [0.0, 0.0, 0.0], [0.0, 0.0, 0.0], [0.0, 0.0, 0.0], [0.0, 0.0, 0.0], [0.0, 0.0, 0.0], [0.0, 0.0, 0.0], [0.0, 0.0, 0.0], [0.0, 0.0, 0.0], [0.0, 0.0, 0.0], [0.0, 0.0, 0.0], [0.0, 0.0, 0.0]],
  "total_energy_ev": -185745.50548,
  "multiplicity": 4,
  "total_charge": -1,
  "s2": 3.766
}

Record 3
{
  "formula": "C5H8N2",
  "method": "the ωB97M-V functional and the def2-TZVPD basis",
  "elements": ["N", "N", "C", "C", "C", "C", "C", "H", "H", "H", "H", "H", "H", "H", "H"],
  "xyz": [[-3.707, 0.466, -1.510], [-0.016, -0.508, 0.395], [-2.767, -0.670, 0.477], [1.048, -0.874, -0.180], [2.282, -0.048, -0.423], [-3.283, -0.154, -0.622], [-0.071, 0.925, 0.586], [-1.173, 1.058, 0.927], [2.200, 0.883, -0.931], [2.581, 0.322, 0.594], [3.044, -0.803, -0.783], [0.662, 1.204, 1.326], [0.119, 1.560, -0.296], [1.104, -1.980, -0.243], [-2.023, -1.382, 0.681]],
  "atomic_forces_ev_per_a": [[-0.7, 0.7, -1.3], [0.8, 0.6, -1.1], [-0.7, 0.3, 0.8], [0.0, -1.4, 0.7], [0.9, -1.9, 1.5], [0.5, -0.3, 0.5], [-2.9, 0.3, 0.5], [2.1, 0.7, -0.2], [-0.2, 0.3, -1.2], [0.1, -0.6, -0.6], [-0.5, 1.6, 0.1], [0.0, 0.4, 0.7], [-0.2, -0.5, 0.1], [0.4, 0.6, -0.5], [0.6, -0.8, 0.1]],
  "total_energy_ev": -8289.11081,
  "multiplicity": 1,
  "total_charge": 0
}

Record 4
{
  "formula": "C19H35N3O5",
  "method": "the ωB97M-V functional and the def2-TZVPD basis",
  "elements": ["O", "O", "O", "O", "O", "N", "N", "N", "C", "C", "C", "C", "C", "C", "C", "C", "C", "C", "C", "C", "C", "C", "C", "C", "C", "C", "C", "H", "H", "H", "H", "H", "H", "H", "H", "H", "H", "H", "H", "H", "H", "H", "H", "H", "H", "H", "H", "H", "H", "H", "H", "H", "H", "H", "H", "H", "H", "H", "H", "H", "H", "H"],
  "xyz": [[3.069, 1.988, 0.809], [4.666, 4.025, -2.897], [6.479, 1.213, -5.894], [1.023, 1.890, -0.145], [5.197, -1.149, -3.412], [6.863, -0.179, -2.339], [4.531, 1.295, -4.771], [2.820, 3.688, -1.786], [1.940, 1.345, 0.448], [-1.368, -1.321, 2.195], [-9.937, -1.900, 4.407], [5.152, 1.270, -3.443], [4.498, 1.244, -7.197], [-8.591, -2.596, 4.205], [-7.550, -1.618, 3.652], [-3.764, -1.867, 2.814], [-6.183, -2.293, 3.475], [5.753, -0.109, -3.084], [0.877, -0.834, 1.191], [3.899, 3.234, -2.382], [-2.792, -0.778, 2.344], [-5.184, -1.293, 2.881], [-0.456, -0.249, 1.582], [5.255, 1.245, -5.890], [1.926, -0.093, 0.678], [7.680, 0.933, -1.852], [4.145, 1.735, -2.374], [-3.743, -2.715, 2.122], [-5.822, -2.645, 4.447], [-0.980, -1.632, 3.171], [7.070, 1.640, -1.287], [7.180, -1.117, -2.148], [5.979, 1.981, -3.464], [3.529, 1.300, -4.843], [-7.451, -0.769, 4.337], [-0.313, 0.569, 2.295], [2.674, 4.680, -1.855], [3.946, 2.176, -7.294], [-10.676, -2.615, 4.783], [3.818, 0.395, -7.220], [-8.246, -3.002, 5.162], [-2.792, 0.052, 3.059], [-7.894, -1.233, 2.686], [2.865, -0.602, 0.492], [-5.509, -1.007, 1.876], [8.470, 0.552, -1.202], [5.215, 1.158, -8.013], [-8.716, -3.432, 3.510], [-3.459, -2.227, 3.802], [3.203, 1.205, -2.505], [-3.134, -0.390, 1.379], [-0.932, 0.163, 0.686], [-6.275, -3.159, 2.812], [-10.303, -1.489, 3.462], [8.141, 1.451, -2.696], [2.098, 3.055, -1.462], [-5.174, -0.390, 3.500], [-1.389, -2.200, 1.542], [2.939, 2.921, 0.578], [-9.844, -1.086, 5.132], [1.037, -1.900, 1.333], [4.539, 1.484, -1.391]],
  "atomic_forces_ev_per_a": [[-0.4, -0.3, 0.1], [0.8, -0.1, -0.3], [-0.2, 0.0, 0.5], [0.5, 0.5, 0.5], [-0.2, 0.4, -0.3], [1.0, 0.7, 0.8], [-0.3, -0.1, 1.6], [-1.9, -0.2, 1.2], [-0.9, 0.1, -0.9], [-0.3, 0.7, -0.2], [0.0, -0.3, 0.1], [0.3, 0.5, -0.2], [0.0, 0.0, 0.2], [-0.2, 0.6, -0.1], [0.1, -0.9, 0.2], [-0.2, 0.9, -0.2], [-0.2, 0.9, -0.2], [-1.2, -0.9, -0.5], [1.8, 2.2, -1.1], [1.8, 0.0, -1.3], [0.3, -0.8, 0.2], [0.2, -0.8, 0.3], [0.2, -0.8, 0.0], [1.4, 0.0, -1.3], [-1.0, -2.4, 1.6], [-0.2, -0.1, -0.4], [0.3, -0.3, -0.3], [0.1, 0.0, 0.1], [0.0, 0.0, -0.1], [0.0, -0.1, -0.1], [0.1, 0.0, 0.0], [-0.2, 0.0, -0.1], [-0.1, 0.1, -0.1], [0.0, -0.1, 0.1], [0.0, 0.0, -0.1], [0.0, 0.0, -0.2], [-0.2, 0.0, 0.1], [-0.2, 0.0, -0.1], [0.0, 0.2, 0.0], [-0.2, 0.0, -0.1], [0.0, 0.0, -0.1], [-0.1, 0.0, -0.1], [0.0, 0.1, 0.1], [0.0, 0.0, 0.0], [0.0, 0.1, 0.1], [-0.2, 0.0, -0.1], [-0.1, 0.0, 0.2], [0.1, 0.0, 0.1], [0.0, -0.1, -0.1], [-0.1, -0.2, 0.1], [0.0, 0.1, 0.1], [0.1, 0.1, 0.1], [0.0, 0.0, 0.1], [0.0, 0.0, 0.1], [0.1, 0.1, 0.1], [-0.2, 0.4, 0.0], [0.0, 0.0, -0.1], [0.0, 0.0, 0.1], [0.1, 0.1, -0.1], [-0.1, -0.1, -0.1], [0.0, 0.1, -0.1], [-0.1, -0.1, 0.2]],
  "total_energy_ev": -34980.40884,
  "smiles": "CNC(=O)[C@H](CC(N)=O)NC(C)=O.CCCCCCCCC/C=C\\C(=O)O",
  "multiplicity": 1,
  "total_charge": 0
}